# 1
The following is a quantum chemistry calculation of an isolated molecule of C2H3NS, from the Open Molecules 2025 dataset.

CARTESIAN COORDINATES (ANGSTROEM)
C  0.70  0.16  -0.51
C  -0.51  -0.10  0.31
N  -1.49  0.48  0.88
S  -1.45  -1.38  1.04
H  0.28  0.46  -1.41
H  1.31  -0.60  -0.36
H  1.17  0.98  0.05

Summary:
**HOMO-LUMO gap**: 8.97 eV
**Spin multiplicity**: 1
**E_tot**: -14445.406 eV
**HOMO**: -8.3 eV
**SMILES**: CC1=NS1
**LUMO**: 0.63 eV

# 2
The following is a quantum chemistry calculation of a structure of composition C46H59AsNO2P4S2SiV, from the Open Molecules 2025 dataset.

CARTESIAN COORDINATES (ANGSTROEM)
V  -1.18  0.68  -0.69
C  -6.41  -0.13  3.22
Si  -5.90  1.31  2.15
C  -6.76  1.18  0.50
C  -6.37  2.90  3.00
C  -3.99  1.25  2.15
C  -3.41  1.11  3.41
C  -2.04  0.97  3.58
C  -1.24  0.93  2.46
N  -1.75  1.06  1.22
C  -3.08  1.27  1.07
S  -3.43  1.57  -0.62
H  -7.48  -0.34  3.08
H  -6.25  0.08  4.28
H  -5.85  -1.05  2.98
H  -7.71  1.73  0.56
H  -6.99  0.14  0.26
H  -6.18  1.60  -0.31
H  -7.42  2.85  3.33
H  -6.27  3.76  2.34
H  -5.75  3.07  3.89
H  -4.05  1.10  4.29
H  -1.59  0.88  4.56
H  -0.18  0.79  2.53
C  -3.91  -1.75  -0.81
P  -2.10  -1.53  -0.60
C  -1.82  -2.59  0.86
C  -1.52  -2.51  -2.04
C  -1.50  -3.90  -2.06
C  -1.11  -4.57  -3.21
C  -0.76  -3.85  -4.35
C  -0.79  -2.47  -4.34
C  -1.16  -1.78  -3.18
P  -1.11  0.05  -3.03
C  -0.01  0.62  -4.38
C  -2.71  0.52  -3.82
H  -4.15  -2.81  -0.78
H  -4.22  -1.33  -1.76
H  -4.44  -1.22  -0.02
H  -2.30  -3.56  0.76
H  -2.24  -2.08  1.73
H  -0.75  -2.72  1.01
H  -1.77  -4.47  -1.18
H  -1.07  -5.65  -3.23
H  -0.46  -4.38  -5.25
H  -0.52  -1.92  -5.23
H  0.93  0.08  -4.36
H  0.18  1.68  -4.22
H  -0.50  0.50  -5.35
H  -2.87  -0.04  -4.73
H  -2.66  1.59  -4.06
H  -3.54  0.37  -3.14
O  0.77  -0.06  0.45
P  2.18  0.12  0.98
C  3.45  0.14  -0.33
P  3.35  -1.24  -1.56
O  2.16  -1.07  -2.44
C  4.95  -1.14  -2.38
C  5.39  0.11  -2.83
C  6.62  0.24  -3.45
C  7.42  -0.88  -3.64
C  6.98  -2.13  -3.23
C  5.75  -2.27  -2.60
C  3.32  -2.79  -0.65
C  2.19  -3.58  -0.83
C  2.07  -4.78  -0.14
C  3.08  -5.19  0.72
C  4.21  -4.40  0.90
C  4.34  -3.20  0.21
C  2.61  -1.15  2.18
C  3.91  -1.27  2.67
C  4.19  -2.19  3.67
C  3.17  -2.98  4.18
C  1.88  -2.87  3.69
C  1.59  -1.95  2.69
C  2.40  1.66  1.89
C  2.32  2.87  1.18
C  2.42  4.08  1.85
C  2.61  4.10  3.23
C  2.68  2.91  3.94
C  2.58  1.69  3.27
H  4.45  0.16  0.12
H  3.26  1.04  -0.90
H  4.76  0.98  -2.69
H  6.95  1.21  -3.80
H  8.39  -0.78  -4.12
H  7.60  -3.01  -3.39
H  5.40  -3.25  -2.30
H  1.42  -3.24  -1.51
H  1.19  -5.41  -0.28
H  2.99  -6.12  1.26
H  5.00  -4.72  1.57
H  5.22  -2.58  0.35
H  4.71  -0.63  2.29
H  5.20  -2.28  4.05
H  3.39  -3.70  4.97
H  1.09  -3.49  4.09
H  0.59  -1.83  2.31
H  2.16  2.86  0.11
H  2.36  5.01  1.29
H  2.69  5.05  3.75
H  2.82  2.93  5.01
H  2.63  0.78  3.84
C  -2.23  4.50  0.85
As  -1.55  4.36  -0.94
C  -2.91  4.72  -2.25
C  -0.50  5.98  -1.11
S  -0.15  2.82  -1.35
H  -2.16  5.54  1.14
H  -1.60  3.90  1.50
H  -3.25  4.15  0.91
H  -3.50  5.57  -1.88
H  -3.55  3.87  -2.42
H  -2.40  5.00  -3.16
H  -1.14  6.86  -1.04
H  0.01  5.96  -2.06
H  0.24  6.01  -0.31

Summary:
**Charge**: +1
**HOMO-LUMO gap (alpha / beta)**: 7.57 / 8.34 eV
**Spin multiplicity**: 4
**⟨S²⟩**: 3.765
**E_tot**: -207477.197 eV
**HOMO (alpha / beta)**: -9.2 / -9.9 eV
**LUMO (alpha / beta)**: -1.58 / -1.59 eV

# 3
The following is a quantum chemistry calculation of a structure of composition C20H38BeCl4CsF3IN5NaO13S, from the Open Molecules 2025 dataset.

CARTESIAN COORDINATES (ANGSTROEM)
C  -1.85  -3.40  1.79
C  -3.05  -2.39  1.94
C  -3.60  -1.88  0.55
N  -3.39  -0.45  0.31
C  -3.01  -0.01  -0.88
I  -2.64  -1.04  -2.68
N  -2.85  1.35  -0.90
C  -3.19  1.68  0.37
N  -3.14  2.94  0.75
C  -3.43  3.47  2.09
C  -2.27  3.05  3.08
O  -1.08  2.75  2.36
C  -0.34  1.77  2.98
O  -0.27  1.73  4.16
C  0.41  0.71  2.15
C  1.39  1.32  1.10
N  -3.55  0.63  1.14
O  -3.98  0.53  2.41
H  -1.37  -3.33  0.81
H  -2.24  -4.42  1.94
H  -1.08  -3.22  2.57
H  -2.69  -1.60  2.61
H  -3.87  -2.97  2.45
H  -3.09  -2.49  -0.24
H  -4.68  -2.15  0.45
H  -2.86  3.61  0.04
H  -3.45  4.57  2.03
H  -4.41  3.14  2.46
H  -2.09  3.89  3.78
H  -2.64  2.22  3.70
H  0.99  0.11  2.87
H  -0.31  0.01  1.68
H  2.19  0.58  0.88
H  1.88  2.19  1.55
H  0.88  1.58  0.15
H  -4.94  0.36  2.41
C  4.98  6.68  -0.64
C  3.70  6.48  -1.41
O  3.76  5.28  -2.22
C  3.54  4.14  -1.59
O  3.28  4.02  -0.42
C  3.60  2.97  -2.58
F  4.67  3.05  -3.39
F  2.52  2.93  -3.37
F  3.68  1.78  -1.97
H  5.85  6.68  -1.32
H  4.96  7.62  -0.09
H  5.15  5.88  0.07
H  3.55  7.31  -2.10
H  2.83  6.45  -0.75
O  7.70  5.91  -0.69
H  8.19  5.43  -1.38
Be  -5.32  0.24  -1.99
O  6.80  1.52  -0.32
H  5.97  1.10  -0.06
H  6.61  1.90  -1.19
C  -5.80  -2.39  -5.90
Cl  -6.32  -1.15  -7.04
Cl  -6.69  -3.89  -6.20
Cl  -4.06  -2.69  -6.09
Cl  -6.11  -1.84  -4.24
C  4.93  6.42  3.97
C  5.97  5.66  3.09
O  6.03  6.30  1.94
H  3.94  6.42  3.51
H  4.85  5.93  4.94
H  5.23  7.46  4.15
H  5.64  4.61  3.08
H  6.89  5.62  3.71
C  -0.97  -5.87  -0.45
C  -2.24  -5.37  -1.07
O  -2.51  -4.16  -1.17
N  -3.10  -6.30  -1.52
C  -2.94  -7.75  -1.48
H  -0.35  -5.03  -0.14
H  -1.19  -6.49  0.42
H  -0.41  -6.45  -1.19
H  -3.94  -5.91  -1.92
H  -2.98  -8.13  -2.50
H  -3.77  -8.18  -0.91
H  -2.00  -8.05  -1.03
O  -0.80  -9.21  -3.36
S  0.29  -9.46  -2.41
O  -0.05  -10.58  -1.52
O  0.55  -8.24  -1.61
O  1.55  -9.80  -3.17
Na  -5.35  -3.76  2.39
Cs  3.31  -9.95  -3.71

Summary:
**Charge**: +1
**HOMO-LUMO gap**: 1.33 eV
**Spin multiplicity**: 1
**E_tot**: -137942.132 eV
**HOMO**: -7.6 eV
**LUMO**: -6.31 eV

# 4
The following is a quantum chemistry calculation of a cluster of 7 separate species, C13H28ClN2O8S in total, from the Open Molecules 2025 dataset.

CARTESIAN COORDINATES (ANGSTROEM)
Cl  -3.28  28.14  0.14
O  -3.18  29.57  0.43
O  -2.18  27.51  0.81
O  -4.54  27.70  0.69
O  -3.17  27.94  -1.30
C  -5.70  31.75  -1.48
O  -6.28  30.44  -1.45
H  -6.03  32.28  -2.37
H  -6.05  32.43  -0.70
H  -4.61  31.68  -1.57
H  -5.83  29.95  -0.76
C  0.33  27.02  3.37
O  -0.47  26.18  4.21
H  0.07  26.85  2.33
H  0.17  28.07  3.60
H  1.38  26.73  3.41
H  0.13  25.57  4.66
C  0.01  29.53  -1.46
O  0.11  28.43  -0.63
H  -0.76  29.43  -2.23
H  -0.19  30.46  -0.91
H  0.98  29.61  -1.96
H  -0.78  28.41  -0.25
N  -5.93  31.52  1.83
C  -5.66  32.83  2.11
C  -6.79  33.34  2.75
C  -7.67  32.29  2.87
C  -7.22  31.18  2.13
H  -5.26  30.83  1.51
H  -4.66  33.20  1.92
H  -6.83  34.30  3.24
H  -8.61  32.34  3.41
H  -7.59  30.18  2.06
N  -0.77  31.57  2.13
C  0.12  30.54  2.15
C  1.35  30.92  2.59
C  1.22  32.29  2.91
C  -0.15  32.68  2.71
H  -1.73  31.50  1.85
H  -0.20  29.57  1.77
H  2.19  30.28  2.82
H  1.97  32.90  3.40
H  -0.65  33.62  2.88
C  -6.01  22.42  -1.02
S  -4.46  23.16  -1.67
O  -4.73  23.74  -3.08
C  -4.48  24.60  -0.47
H  -5.93  22.00  -0.02
H  -6.31  21.62  -1.69
H  -6.88  23.06  -1.09
H  -4.40  24.07  0.48
H  -5.42  25.13  -0.59
H  -3.57  25.16  -0.65

Summary:
**Charge**: -1
**HOMO-LUMO gap**: 8.44 eV
**Spin multiplicity**: 1
**E_tot**: -56644.829 eV
**HOMO**: -5.8 eV
**LUMO**: 2.62 eV

# 5
The following is a quantum chemistry calculation of a structure of composition C2H6N4O2, from the Open Molecules 2025 dataset.

CARTESIAN COORDINATES (ANGSTROEM)
C  0.26  -1.95  -0.51
C  0.04  1.31  0.31
H  0.55  -3.75  -0.98
H  1.66  -2.77  -2.05
H  -1.51  -1.51  -0.02
H  0.94  1.68  -0.15
H  -0.91  1.85  2.32
H  -0.60  4.40  0.97
N  1.23  -2.76  -1.00
N  -0.85  -2.32  -0.04
N  -0.43  0.17  -0.01
N  -0.86  2.23  1.06
O  0.35  -0.58  -0.92
O  0.21  3.41  1.05

Summary:
**HOMO-LUMO gap**: 9.42 eV
**Spin multiplicity**: 1
**E_tot**: -12218.631 eV
**HOMO**: -9.2 eV
**LUMO**: 0.21 eV

# 6
The following is a quantum chemistry calculation of an isolated molecule of C13H11ClFN7O4, from the Open Molecules 2025 dataset.

CARTESIAN COORDINATES (ANGSTROEM)
N  -5.55  -1.78  -0.18
C  -4.25  -1.29  -0.58
N  -3.55  -1.86  -1.53
C  -2.47  -1.51  -1.86
N  -1.91  -0.59  -1.52
C  -2.64  0.21  -0.38
N  -2.04  1.25  0.20
N  -0.71  1.71  -0.55
C  -0.07  2.77  -0.02
O  -0.44  3.47  0.89
C  1.34  3.06  -0.48
N  2.14  1.90  -0.10
C  2.24  0.38  -0.64
O  1.51  0.34  -1.41
C  3.14  -0.43  0.00
C  2.57  -1.56  0.90
F  1.30  -1.49  0.64
C  3.49  -2.66  1.40
C  4.79  -2.39  1.34
C  5.48  -1.13  0.56
C  4.51  -0.24  0.18
Cl  5.18  1.08  -0.83
C  -3.87  0.01  -0.02
N  -4.61  0.59  0.87
O  -4.03  1.67  1.49
O  -5.71  0.10  1.34
H  -5.85  -2.42  -0.69
H  -6.13  -1.30  0.26
H  -2.01  -2.11  -2.58
H  -2.33  1.95  0.82
H  -0.37  0.96  -0.95
H  1.36  2.59  -1.59
H  1.85  3.99  -0.25
H  2.89  2.01  0.81
H  2.94  -3.29  2.01
H  5.47  -2.97  1.74
H  6.32  -1.02  0.71

Summary:
**HOMO-LUMO gap**: 7.26 eV
**Spin multiplicity**: 1
**E_tot**: -47502.416 eV
**HOMO**: -8.5 eV
**SMILES**: Nc1ncnc(NNC(=O)CNC(=O)c2c(F)cccc2Cl)c1[N+](=O)[O-]
**LUMO**: -1.29 eV

# 7
The following is a quantum chemistry calculation of a structure of composition C32H41N3OTb, from the Open Molecules 2025 dataset.

CARTESIAN COORDINATES (ANGSTROEM)
Tb  0.09  -0.28  0.47
N  1.08  -2.79  3.65
N  0.54  -2.01  -1.12
C  1.23  1.96  0.38
C  2.29  1.03  0.71
C  2.18  0.72  2.10
C  3.04  -0.19  2.91
H  3.93  -0.49  2.36
H  2.47  -1.10  3.16
H  3.35  0.27  3.86
C  1.05  1.40  2.63
C  0.61  1.38  4.04
H  1.11  2.15  4.66
H  0.82  0.40  4.49
H  -0.47  1.56  4.11
C  0.47  2.18  1.59
C  -0.64  3.14  1.80
H  -1.45  2.64  2.38
H  -1.06  3.49  0.85
H  -0.32  4.02  2.39
C  3.33  0.51  -0.22
H  4.21  1.18  -0.23
H  2.98  0.44  -1.26
H  3.68  -0.49  0.08
C  1.03  2.64  -0.92
H  -0.02  2.90  -1.09
H  1.35  2.00  -1.76
H  1.63  3.56  -0.97
C  0.27  -3.41  4.53
H  0.50  -3.35  5.61
C  -0.86  -4.18  4.17
H  -1.50  -4.73  4.94
C  -1.12  -4.29  2.81
H  -1.98  -4.85  2.42
C  -0.32  -3.66  1.84
H  -0.52  -3.57  0.77
C  0.78  -2.81  2.28
C  1.57  -2.00  1.47
H  2.58  -2.78  0.96
C  -0.15  -1.03  -1.67
C  1.05  -2.86  -2.08
H  1.57  -3.74  -1.76
C  0.83  -2.27  -3.27
H  1.18  -2.54  -4.26
N  0.05  -1.10  -3.00
C  0.00  0.11  -3.77
C  1.12  0.49  -4.50
C  1.00  1.67  -5.24
H  1.76  1.95  -5.98
C  -0.15  2.49  -5.08
C  -0.33  3.69  -5.98
H  -0.87  4.47  -5.42
H  -0.93  3.41  -6.86
H  0.65  4.04  -6.30
C  -1.13  2.15  -4.14
H  -2.04  2.81  -4.04
C  -1.06  0.98  -3.43
C  -2.08  0.64  -2.40
H  -2.13  -0.44  -2.21
H  -3.08  0.96  -2.74
H  -1.95  1.14  -1.42
C  2.38  -0.30  -4.48
H  2.22  -1.34  -4.77
H  2.90  -0.31  -3.51
H  3.11  0.11  -5.21
C  -4.19  -0.50  1.96
C  -3.63  -1.17  3.23
C  -2.19  -0.65  3.27
O  -1.79  -0.42  1.84
C  -3.00  -0.21  1.02
H  -4.97  -1.09  1.47
H  -4.63  0.46  2.24
H  -3.66  -2.28  3.17
H  -4.18  -0.86  4.13
H  -2.14  0.32  3.79
H  -1.48  -1.36  3.71
H  -2.94  -0.88  0.15
H  -3.03  0.84  0.69

Summary:
**Charge**: -1
**HOMO-LUMO gap (alpha / beta)**: 3.53 / 3.46 eV
**Spin multiplicity**: 7
**⟨S²⟩**: 13.042
**E_tot**: -62795.688 eV
**HOMO (alpha / beta)**: -1.0 / -1.0 eV
**LUMO (alpha / beta)**: 2.51 / 2.50 eV

# 8
The following is a quantum chemistry calculation of a structure of composition C30H26CoN10O6S2Se, from the Open Molecules 2025 dataset.

CARTESIAN COORDINATES (ANGSTROEM)
Co  1.01  0.68  -0.36
C  -2.28  1.04  -4.94
C  -1.45  -0.08  -4.97
C  -0.36  -0.16  -4.12
C  -0.06  0.87  -3.22
C  -0.87  2.00  -3.21
C  -1.97  2.08  -4.06
N  1.02  0.74  -2.32
C  2.26  0.55  -2.83
C  2.66  0.63  -4.18
C  3.96  0.34  -4.54
C  4.93  -0.02  -3.60
C  4.58  -0.07  -2.26
C  3.27  0.23  -1.88
N  2.79  0.21  -0.60
N  3.54  -0.20  0.41
C  2.86  -0.02  1.57
C  3.46  -0.29  2.81
C  2.79  0.04  3.96
C  1.54  0.65  3.89
C  0.99  0.86  2.64
N  1.59  0.47  1.52
H  -3.14  1.10  -5.59
H  -1.67  -0.90  -5.65
H  0.28  -1.03  -4.14
H  -0.63  2.83  -2.54
H  -2.60  2.96  -4.03
H  1.94  0.93  -4.92
H  4.24  0.43  -5.58
H  5.95  -0.22  -3.90
H  5.30  -0.31  -1.49
H  4.46  -0.71  2.81
H  3.26  -0.15  4.93
H  1.01  0.99  4.77
H  0.04  1.37  2.51
N  -4.48  -2.76  5.20
C  -4.06  -1.54  4.63
C  -4.99  -0.53  4.39
C  -4.58  0.68  3.85
C  -3.24  0.91  3.56
C  -2.31  -0.10  3.81
C  -2.72  -1.31  4.34
S  -2.73  2.47  2.86
O  -3.96  3.03  2.33
O  -2.06  3.18  3.91
N  -1.67  2.09  1.76
C  -2.04  1.38  0.70
S  -3.72  1.07  0.25
C  -3.21  -0.06  -0.93
C  -1.87  -0.10  -0.96
N  -1.19  0.72  -0.09
H  -5.42  -3.02  4.96
H  -3.85  -3.53  5.00
H  -6.04  -0.70  4.61
H  -5.30  1.46  3.62
H  -1.27  0.07  3.58
H  -1.99  -2.09  4.53
H  -3.90  -0.58  -1.57
H  -1.31  -0.72  -1.64
O  0.35  4.31  -1.71
Se  1.76  3.78  -1.09
O  2.42  4.82  -0.03
O  1.38  2.44  -0.08
O  2.80  3.22  -2.22
N  2.36  -4.29  -1.74
C  1.59  -3.52  -0.87
C  1.34  -2.17  -1.17
N  0.65  -1.42  -0.35
C  0.12  -1.98  0.74
C  0.34  -3.31  1.00
N  1.10  -4.08  0.22
H  3.06  -3.77  -2.23
H  2.72  -5.12  -1.29
H  1.75  -1.70  -2.05
H  -0.48  -1.34  1.38
H  -0.07  -3.77  1.89

Summary:
**Charge**: -2
**HOMO-LUMO gap (alpha / beta)**: 5.14 / 5.80 eV
**Spin multiplicity**: 2
**⟨S²⟩**: 0.789
**E_tot**: -183361.357 eV
**HOMO (alpha / beta)**: -1.3 / -1.9 eV
**LUMO (alpha / beta)**: 3.85 / 3.85 eV